Entry 1:
16
Properties=species:S:1:pos:R:3:forces:R:3 method="wB97M-V/def2-TZVPD" e_tot_ev=-7393.1979 e_lumo_ev=1.225 orbital_gap_ev=10.90 homo_ev=-9.7 smiles=CCOC1CC1
C -2.58178 -0.26364 -0.21831 0.98 -0.21 -0.88
C -1.26872 0.37348 0.22545 -0.95 -0.07 0.65
C 0.99331 -0.11156 0.49417 -0.78 -0.99 1.04
C 1.87442 0.69273 -0.34866 0.77 1.47 -0.73
C 2.18485 -0.75966 -0.12325 0.96 -0.20 0.81
H -2.62539 -1.22698 0.30241 -0.43 0.16 -0.25
H -3.45585 0.35835 -0.04003 0.05 -0.01 0.23
H -2.49565 -0.42637 -1.31395 -0.27 -0.16 0.62
H -1.09195 1.32400 -0.27744 0.17 0.13 -0.10
H -1.34133 0.55548 1.31160 0.20 0.18 -0.16
H 0.97686 0.04660 1.58734 0.01 0.02 -0.59
H 2.52795 1.41054 0.16559 -0.35 -0.27 -0.32
H 1.52116 1.03467 -1.33272 0.13 -0.32 0.53
H 1.94210 -1.44020 -0.91807 0.10 -0.18 -0.18
H 3.08118 -1.00971 0.50647 -1.16 0.20 -0.73
O -0.24117 -0.55773 -0.02060 0.56 0.26 0.05

Entry 2:
16
Properties=species:S:1:pos:R:3:forces:R:3 method="wB97M-V/def2-TZVPD" e_tot_ev=-7393.7322 e_lumo_ev=1.075 orbital_gap_ev=9.79 homo_ev=-8.7 smiles="C=C(CC)OC"
C 1.99618 -0.00162 1.05042 0.23 -0.03 0.05
C 0.94705 0.25952 -1.55054 0.02 -0.01 0.04
C 0.17624 0.21940 -0.45923 -0.06 0.00 -0.19
O 0.61210 0.14534 0.82472 -0.10 -0.01 -0.10
C -1.33281 0.28116 -0.50928 -0.05 0.04 -0.05
C -2.03145 -0.50188 0.60158 -0.01 -0.04 0.07
H 2.44918 -0.68345 0.32209 -0.07 0.04 0.13
H 2.50816 0.96637 1.00713 -0.05 -0.09 -0.07
H 2.09790 -0.42139 2.05232 0.03 0.09 -0.10
H 0.47216 0.28841 -2.52482 0.03 0.00 0.16
H 2.03058 0.28582 -1.53403 -0.17 -0.01 0.08
H -1.65682 -0.07696 -1.49266 0.08 0.08 0.14
H -1.63505 1.33481 -0.44687 0.05 -0.12 0.01
H -1.76621 -0.10174 1.58305 -0.05 -0.07 -0.12
H -3.11815 -0.43389 0.48804 0.16 -0.02 -0.01
H -1.74907 -1.55990 0.58808 -0.04 0.14 -0.03

Entry 3:
16
Properties=species:S:1:pos:R:3:forces:R:3 method="wB97M-V/def2-TZVPD" e_tot_ev=-7389.9570 e_lumo_ev=0.681 orbital_gap_ev=10.37 homo_ev=-9.7
C -1.82155 -0.58472 0.10310 0.18 -0.01 0.22
C -1.02923 0.48113 -0.63354 0.71 -0.06 0.77
C 0.00199 1.40881 0.03624 0.63 -0.11 2.26
C 0.50331 0.35236 -0.90539 1.24 -0.86 1.55
C 1.70730 -0.59696 -0.00791 -1.32 1.29 -1.08
O 1.31214 -1.71036 0.75242 -0.53 0.41 0.38
H -2.11950 -1.41023 -0.55968 0.16 0.29 0.09
H -1.21689 -1.00411 0.90347 -0.06 -0.11 0.05
H -2.73362 -0.16875 0.54974 0.19 0.01 -0.12
H -1.69137 0.93501 -1.41609 1.20 -0.09 0.48
H 0.06548 2.47932 -0.09015 -0.24 -0.05 -0.37
H 0.56631 1.36748 1.61948 -1.73 -0.38 -3.97
H 0.83745 0.54618 -1.95163 -0.06 0.18 1.12
H 2.48966 -0.86569 -0.73962 -0.56 -0.21 0.31
H 2.11191 0.12128 0.71891 -0.04 0.23 -0.72
H 1.01661 -1.35076 1.62064 0.23 -0.54 -0.97

Entry 4:
16
Properties=species:S:1:pos:R:3:forces:R:3 method="wB97M-V/def2-TZVPD" e_tot_ev=-7391.8141 e_lumo_ev=1.009 orbital_gap_ev=10.65 homo_ev=-9.6 smiles=C[C@@H]1OC[C@@H]1C
C -1.60200 0.51217 -0.21535 -1.02 -0.68 -0.12
C -0.49348 -0.00729 0.65398 -0.16 -0.22 -0.04
C -0.36396 -1.39067 0.09655 -1.20 -0.26 -0.09
O 1.05934 -1.44450 0.43808 -0.41 -0.43 0.45
C 1.05123 0.01470 0.60030 -0.05 0.24 0.02
C 1.68411 0.80526 -0.53002 -0.01 -0.14 -0.06
H -2.25833 1.27315 0.19577 0.15 0.27 0.00
H -2.23026 -0.49802 -0.21964 0.39 2.46 -0.77
H -1.23809 0.79493 -1.21650 -0.45 -0.26 0.29
H -0.81193 -0.04254 1.70175 0.07 -0.11 -0.18
H -0.42301 -1.48100 -0.99409 0.09 0.48 -0.06
H -1.42337 -1.87202 0.37202 2.86 -1.01 0.65
H 1.53375 0.26814 1.55409 -0.18 -0.03 -0.19
H 2.76531 0.64752 -0.58387 -0.15 -0.06 0.01
H 1.50649 1.87583 -0.35561 0.03 -0.23 0.00
H 1.24418 0.54434 -1.49744 0.06 -0.01 0.09

Entry 5:
16
Properties=species:S:1:pos:R:3:forces:R:3 method="wB97M-V/def2-TZVPD" e_tot_ev=-7391.9751 e_lumo_ev=0.935 orbital_gap_ev=9.74 homo_ev=-8.8 smiles="C=CCC(=C)O.[H][H]"
C 1.67250 -0.49358 0.98882 0.28 -0.24 -0.36
C 1.28555 -0.25054 -0.25938 0.23 -0.02 0.18
C 0.10030 -0.90259 -0.92668 -0.03 -0.04 0.02
C -0.97378 0.12101 -0.66912 -0.25 -0.22 0.24
C -1.77528 0.10868 0.39753 -0.27 -0.18 -0.45
O -0.86965 1.16830 -1.53817 -0.05 0.23 0.09
H 1.26246 -1.31390 1.57608 0.04 0.10 -0.16
H 2.39500 0.14556 1.48988 0.04 -0.18 -0.15
H 0.24725 0.61301 2.11720 -0.26 0.31 0.37
H 1.67970 0.61699 -0.78517 0.07 -0.14 0.06
H 0.25440 -1.05553 -2.00099 -0.05 0.08 0.19
H -0.15645 -1.86066 -0.46366 0.05 0.21 -0.02
H -1.80044 -0.75138 1.05649 0.02 0.12 -0.15
H -2.40591 0.95521 0.65698 -0.04 -0.13 -0.15
H -0.46638 0.70512 1.91123 0.22 0.20 0.44
H -1.34976 1.92228 -1.17105 -0.02 -0.09 -0.15

Entry 6:
16
Properties=species:S:1:pos:R:3:forces:R:3 method="wB97M-V/def2-TZVPD" e_tot_ev=-7393.7021 e_lumo_ev=1.065 orbital_gap_ev=10.59 homo_ev=-9.5 smiles=OC1CCCC1
O 1.73913 -1.23720 0.34138 1.74 0.48 0.92
C 1.04735 -0.35310 -0.51921 -0.37 -0.61 0.56
C 0.74782 1.06481 0.06392 -0.06 -0.27 0.15
C -0.65188 0.92664 0.65514 -0.16 0.08 0.10
C -1.38687 -0.04302 -0.28328 -0.16 0.26 -0.19
C -0.38566 -1.14664 -0.53399 0.45 0.49 -0.42
H 1.44101 -1.03195 1.22861 0.03 -0.23 0.36
H 1.82077 -0.17075 -1.31575 -1.63 -0.86 -0.28
H 1.50475 1.34180 0.81224 -0.12 -0.17 -0.14
H 0.77832 1.87789 -0.68475 -0.04 -0.64 -0.02
H -1.18062 1.87478 0.75728 0.05 0.02 0.07
H -0.56181 0.48917 1.65942 -0.22 -0.01 -0.11
H -2.33415 -0.36859 0.15729 0.09 -0.06 -0.24
H -1.56929 0.43040 -1.24754 -0.34 0.39 0.05
H -0.48643 -1.87196 0.31899 0.93 0.76 -0.57
H -0.52245 -1.78227 -1.40975 -0.19 0.39 -0.23

For the records above, the corresponding energy above the lowest of the compared OMol25 structures with the same formula, charge and spin values read 151.2 99.7 463.9 284.8 269.2 102.6 kJ/mol.